The following is a quantum chemistry calculation of a cluster of 2 separate species, C2H6N4S in total in a non-equilibrium geometry, from the Open Molecules 2025 dataset.

Summary:
**Energy relative to the best compared isomer or geometry (same formula, charge and spin)**: 552.7 kJ/mol
**E_HOMO (spin up / spin down)**: -9.406 / -9.153 eV
**Gap between HOMO and LUMO (spin up / spin down)**: 7.5910 / 7.3885 eV
**Largest force on an atom**: 3.6 eV/A
**LUMO level (spin up / spin down)**: -1.815 / -1.764 eV
**Electronic energy**: -696.8155 Eh
**SMILES**: C=S(=N)=NC#N.N

CARTESIAN COORDINATES (ANGSTROEM)
C1 1.324835 -2.068525 0.922408
C2 -1.735760 -2.068598 -0.607690
N1 1.993184 -3.018646 1.083789
N2 -1.091275 0.533900 -0.488964
N3 0.928420 2.891191 0.138790
N4 0.676858 -1.031826 0.499513
S1 -0.850179 -0.790035 0.152754
H1 -1.669992 -3.072138 -0.299226
H2 -2.654018 -1.860870 -1.055548
H3 -0.351078 1.357894 -0.492016
H4 1.540114 2.483129 0.799497
H5 1.296853 2.831982 -0.781316
H6 0.592038 3.812540 0.128007

Force components x, y, z for each atom (eV/Å):
0.973 -2.863 -0.272
2.038 1.833 1.304
-0.856 1.339 0.305
0.456 2.108 0.138
-1.132 -1.358 -1.854
-1.767 1.735 0.202
1.253 -2.130 -2.685
0.692 -0.885 1.026
-1.286 1.084 -0.551
-1.487 -2.059 0.768
0.523 0.487 0.897
0.813 -0.621 -0.742
-0.220 1.330 1.465

---

The following is a quantum chemistry calculation of the molecule C2H6N4S in a non-equilibrium geometry, from the Open Molecules 2025 dataset.

Summary:
**Energy relative to the best compared isomer or geometry (same formula, charge and spin)**: 561.6 kJ/mol
**E_HOMO**: -8.938 eV
**Gap between HOMO and LUMO**: 9.2066 eV
**Largest force on an atom**: 12.5 eV/A
**LUMO level**: 0.268 eV
**Electronic energy**: -696.8122 Eh
**SMILES**: [H]/N=C\NS/C(N)=N/[H]

CARTESIAN COORDINATES (ANGSTROEM)
C1 -0.864919 -0.150428 -0.670591
C2 1.800701 0.710565 1.440556
H1 -1.116592 0.144205 -2.795973
H2 -1.814077 -1.383536 -1.971445
H3 -1.570904 -1.703374 0.125677
H4 -0.169017 1.392428 1.795262
H5 1.994453 0.949145 2.639279
H6 1.475588 -0.787672 -0.370336
N1 -1.347511 -0.614702 -1.888566
N2 -1.056145 -0.831587 0.460657
N3 0.617195 1.486654 1.070169
N4 2.159584 -0.609328 0.690677
S1 -0.108357 1.397628 -0.525365

Force components x, y, z for each atom (eV/Å):
-1.909 -3.525 2.915
-1.750 -6.172 -2.271
-1.267 -3.679 3.437
-3.437 -5.437 -0.771
0.789 1.042 1.026
1.692 0.233 -1.233
0.292 -1.047 -3.571
2.355 1.528 4.311
5.798 10.770 -2.354
-0.404 0.057 -3.200
-0.796 -1.099 0.188
-2.751 6.131 0.975
1.388 1.194 0.547

---

The following is a quantum chemistry calculation of a structure of composition C2H6N4S in a non-equilibrium geometry, from the Open Molecules 2025 dataset.

Summary:
**Energy relative to the best compared isomer or geometry (same formula, charge and spin)**: 435.8 kJ/mol
**E_HOMO (spin up / spin down)**: -7.905 / -7.905 eV
**Gap between HOMO and LUMO (spin up / spin down)**: 8.0123 / 8.0130 eV
**Largest force on an atom**: 3.6 eV/A
**LUMO level (spin up / spin down)**: 0.107 / 0.108 eV
**Electronic energy**: -696.8601 Eh

CARTESIAN COORDINATES (ANGSTROEM)
C1 -1.744827 -1.831633 -0.226721
C2 0.407646 -0.756176 -0.675314
N1 -2.971027 -1.346352 -0.175898
N2 -1.616145 0.315890 0.045138
N3 -0.902317 -0.777180 -0.049638
N4 -2.850898 -0.029759 -0.006302
S1 -4.198291 0.862067 0.085074
H1 -1.156955 -1.598681 2.724936
H2 -1.189535 -2.789804 -0.175136
H3 0.821136 0.363797 -0.448075
H4 1.100863 -1.507316 -0.231077
H5 0.374119 -0.982331 -1.743669
H6 -1.230461 -0.888300 2.385807

Force components x, y, z for each atom (eV/Å):
0.674 1.279 1.078
2.157 2.589 1.253
0.252 -3.351 -0.114
0.765 2.633 0.101
-0.219 -1.615 -1.372
1.041 -1.560 -0.234
-1.276 1.658 0.234
-0.171 1.396 -0.587
-1.646 0.198 -0.526
-0.777 -2.927 -0.827
-0.657 0.642 0.054
-0.282 0.452 0.103
0.138 -1.394 0.837

---

The following is a quantum chemistry calculation of a cluster of 2 separate species, C2H6N4S in total in a non-equilibrium geometry, from the Open Molecules 2025 dataset.

Summary:
**Energy relative to the best compared isomer or geometry (same formula, charge and spin)**: 511.7 kJ/mol
**E_HOMO (spin up / spin down)**: -6.910 / -6.913 eV
**Gap between HOMO and LUMO (spin up / spin down)**: 7.8532 / 7.8549 eV
**Largest force on an atom**: 3.1 eV/A
**LUMO level (spin up / spin down)**: 0.943 / 0.942 eV
**Electronic energy**: -696.8312 Eh

CARTESIAN COORDINATES (ANGSTROEM)
C1 1.304567 0.081934 -0.443034
C2 0.961426 -1.021503 0.595376
N1 -2.409696 0.807822 0.955276
N2 -1.921628 1.359436 0.000850
N3 0.238524 0.263576 -1.332872
N4 -0.954760 -0.117668 -0.852851
S1 -0.822411 -1.250691 0.320372
H1 1.495580 1.009913 0.019781
H2 2.342128 -0.126166 -0.780914
H3 1.484010 -1.994722 0.567705
H4 1.310619 -0.828440 1.668068
H5 -3.197296 1.163044 1.510498
H6 0.168943 0.653460 -2.228256

Force components x, y, z for each atom (eV/Å):
2.823 -0.483 1.222
0.638 -0.236 1.577
0.947 -0.257 -1.616
-0.727 -1.285 1.629
-1.109 -1.450 -0.037
-1.326 1.189 0.134
0.249 -1.025 0.644
-0.049 1.189 1.482
-0.858 -0.286 -1.070
-0.287 0.234 -1.353
-1.108 0.924 -1.236
0.153 1.024 -0.326
0.654 0.462 -1.050

---

The following is a quantum chemistry calculation of a structure of composition C2H6N4S in a non-equilibrium geometry, from the Open Molecules 2025 dataset.

Summary:
**Energy relative to the best compared isomer or geometry (same formula, charge and spin)**: 178.1 kJ/mol
**E_HOMO**: -18.645 eV
**Gap between HOMO and LUMO**: 9.0202 eV
**Largest force on an atom**: 7.5 eV/A
**LUMO level**: -9.625 eV
**Electronic energy**: -696.2390 Eh
**Total charge**: +2

CARTESIAN COORDINATES (ANGSTROEM)
C1 1.042901 1.388558 -0.087025
C2 -0.345606 -0.913287 -0.224182
N1 0.802287 -1.449709 0.014863
N2 2.170607 0.809307 0.146964
N3 -0.071900 0.925898 -0.536431
N4 -1.630579 -1.200997 -0.215696
S1 2.502394 -0.872219 -0.061465
H1 0.905038 2.562386 0.094146
H2 1.022605 -2.490211 0.096405
H3 3.022302 1.324095 0.168853
H4 -1.001048 1.261475 -0.523502
H5 -1.950915 -2.124239 0.147812
H6 -2.270359 -0.601778 -0.657403

Force components x, y, z for each atom (eV/Å):
-1.290 5.309 0.497
0.394 4.489 -1.055
1.326 -2.222 0.224
-0.087 -1.726 -0.330
-0.441 -7.501 0.282
2.862 -2.014 1.250
-1.315 0.531 -0.317
1.104 -2.372 -0.331
-1.572 1.226 0.039
0.664 0.992 0.536
-0.576 1.596 0.275
0.096 0.870 -0.415
-1.165 0.822 -0.655

---

The following is a quantum chemistry calculation of the ion C2H6N5 with charge +1 in a non-equilibrium geometry, from the Open Molecules 2025 dataset.

Summary:
**Energy relative to the best compared isomer or geometry (same formula, charge and spin)**: 543.1 kJ/mol
**E_HOMO (spin up / spin down)**: -14.626 / -14.624 eV
**Gap between HOMO and LUMO (spin up / spin down)**: 8.4743 / 8.4620 eV
**Largest force on an atom**: 4.8 eV/A
**LUMO level (spin up / spin down)**: -6.151 / -6.162 eV
**Electronic energy**: -353.1385 Eh
**Total charge**: +1

CARTESIAN COORDINATES (ANGSTROEM)
C1 2.202853 0.425418 -0.047309
C2 -1.279216 1.076438 0.086925
N1 2.170199 -0.819410 -0.056632
N2 1.050341 1.182481 -0.008761
N3 0.138817 -0.829932 0.148933
N4 0.019171 0.451010 0.074350
N5 -0.791791 -1.735311 0.011440
H1 3.128365 0.997304 -0.073237
H2 -1.215866 2.013655 0.640803
H3 -1.588149 1.305043 -0.937427
H4 -1.991395 0.393478 0.549188
H5 -0.624015 -2.601053 0.518455
H6 -1.219317 -1.859117 -0.906732

Force components x, y, z for each atom (eV/Å):
-0.372 0.871 -0.047
-1.321 0.691 -0.012
-2.711 -1.552 0.173
-0.161 0.950 0.022
4.777 -0.033 0.116
-0.076 -0.684 -0.074
-1.050 -0.211 -0.402
0.132 -0.212 0.054
0.165 -0.203 -0.053
0.136 -0.137 0.106
0.107 0.045 -0.037
0.126 0.370 0.040
0.248 0.105 0.113

---

The following is a quantum chemistry calculation of the ion C2H6NO with charge -1 in a non-equilibrium geometry, from the Open Molecules 2025 dataset.

Summary:
**Energy relative to the best compared isomer or geometry (same formula, charge and spin)**: 146.9 kJ/mol
**E_HOMO**: -2.097 eV
**Gap between HOMO and LUMO**: 6.9573 eV
**Largest force on an atom**: 4.6 eV/A
**LUMO level**: 4.860 eV
**Electronic energy**: -209.7216 Eh
**Total charge**: -1
**SMILES**: NCC[O-]

CARTESIAN COORDINATES (ANGSTROEM)
C1 -0.240883 -0.063280 0.931628
O1 -1.477808 0.427075 1.011766
C2 0.211893 -0.598120 -0.662909
N1 1.146266 0.287885 -1.154839
H1 -0.035415 -0.992636 1.578802
H2 0.651141 0.650742 1.082608
H3 -0.672865 -0.700792 -1.378315
H4 0.828980 -1.443645 -0.513741
H5 1.554614 0.705545 -0.322218
H6 1.646089 0.317387 -2.069707

Force components x, y, z for each atom (eV/Å):
-0.857 -0.703 -2.074
1.313 -0.214 0.300
-2.251 -0.637 0.873
2.092 3.877 -1.379
-0.039 0.622 -0.333
-0.584 -0.163 0.398
0.860 -0.243 1.314
-0.539 -2.565 0.318
0.786 0.489 -1.051
-0.783 -0.462 1.636

---

The following is a quantum chemistry calculation of the ion C2H6NO with charge -1 in a non-equilibrium geometry, from the Open Molecules 2025 dataset.

Summary:
**Energy relative to the best compared isomer or geometry (same formula, charge and spin)**: 91.2 kJ/mol
**E_HOMO**: -2.020 eV
**Gap between HOMO and LUMO**: 6.7622 eV
**Largest force on an atom**: 2.8 eV/A
**LUMO level**: 4.742 eV
**Electronic energy**: -209.7428 Eh
**Total charge**: -1
**SMILES**: NCC[O-]

CARTESIAN COORDINATES (ANGSTROEM)
C1 -0.089126 -0.497091 1.129268
O1 0.610659 -1.444375 1.638501
C2 0.097836 -0.257311 -0.452828
N1 0.348450 1.073786 -1.041358
H1 -1.140734 -0.887138 1.166848
H2 0.091877 0.536055 1.492530
H3 0.962170 -0.907855 -0.725987
H4 -0.856545 -0.743904 -0.956482
H5 -0.170701 1.284479 -1.868819
H6 0.146113 1.843355 -0.381672

Force components x, y, z for each atom (eV/Å):
-1.220 0.215 -1.898
2.267 -1.384 0.963
-0.947 -1.996 -1.692
0.257 0.963 1.394
-0.716 1.440 0.237
-0.442 0.570 0.737
-0.554 0.284 0.215
1.675 0.859 0.656
-0.414 -0.211 -0.351
0.095 -0.741 -0.261

---

The following is a quantum chemistry calculation of the ion C2H6NO2 with charge +1 in a non-equilibrium geometry, from the Open Molecules 2025 dataset.

Summary:
**Energy relative to the best compared isomer or geometry (same formula, charge and spin)**: 77.2 kJ/mol
**E_HOMO**: -15.882 eV
**Gap between HOMO and LUMO**: 11.7588 eV
**Largest force on an atom**: 3.1 eV/A
**LUMO level**: -4.123 eV
**Electronic energy**: -284.7744 Eh
**Total charge**: +1
**SMILES**: [NH3+]CC(=O)O

CARTESIAN COORDINATES (ANGSTROEM)
O1 0.411062 1.405249 0.356707
C1 0.612459 0.216916 0.183644
O2 1.631128 -0.507067 -0.248028
C2 -0.556211 -0.771938 0.268116
N1 -1.723657 -0.184422 -0.398662
H1 2.381744 0.078939 -0.193607
H2 -0.657013 -0.966374 1.381909
H3 -0.270089 -1.740915 -0.232863
H4 -2.065502 -0.709806 -1.311122
H5 -1.479167 0.865236 -0.645451
H6 -2.519377 -0.091451 0.211768

Force components x, y, z for each atom (eV/Å):
1.191 -1.622 -0.324
-2.393 -0.069 -0.855
0.287 1.209 0.815
1.372 -1.737 0.956
-0.792 1.671 -2.539
1.398 0.295 -0.304
-0.633 0.209 -1.391
-0.470 1.101 0.610
1.032 1.300 2.291
-0.397 -2.171 0.385
-0.596 -0.187 0.358

---

The following is a quantum chemistry calculation of a cluster of 2 separate species, C2H6NO2 in total in a non-equilibrium geometry, from the Open Molecules 2025 dataset.

Summary:
**Energy relative to the best compared isomer or geometry (same formula, charge and spin)**: 109.0 kJ/mol
**E_HOMO**: -14.973 eV
**Gap between HOMO and LUMO**: 9.3814 eV
**Largest force on an atom**: 2.6 eV/A
**LUMO level**: -5.591 eV
**Electronic energy**: -284.7622 Eh
**Total charge**: +1

CARTESIAN COORDINATES (ANGSTROEM)
C1 -3.035094 0.440761 0.261225
N1 -2.076848 0.342678 -0.575093
H1 -3.037744 -0.045412 1.231485
H2 -3.891534 1.065572 0.040227
H3 -2.253886 0.632907 -1.527940
H4 -1.363735 -0.347295 -0.325785
O1 0.661150 0.035173 0.028428
C2 1.847491 0.006529 -0.193415
O2 2.723695 -0.749536 0.489204
H5 2.410827 0.780769 -0.729441
H6 2.181279 -1.474245 0.836343

Force components x, y, z for each atom (eV/Å):
-0.306 0.708 0.064
-1.387 -1.501 1.027
0.463 -0.059 -0.090
-0.034 0.001 -0.223
0.657 0.363 -0.178
0.757 0.605 -0.566
-0.342 -0.670 -0.786
1.271 1.261 1.871
-1.068 -0.285 -1.202
-0.297 -0.238 -0.511
0.286 -0.186 0.595